# 1
{
  "formula": "C4H5NO",
  "method": "the ωB97M-V functional and the def2-TZVPD basis",
  "species": ["C", "C", "C", "N", "C", "O", "H", "H", "H", "H", "H"],
  "positions_angstrom": [[-0.18221, 1.25543, -0.02121], [0.14376, -1.03062, 0.09534], [1.36588, -1.44884, -0.08965], [-1.10204, -1.08110, 0.16336], [-1.50786, 0.20132, 0.11654], [-2.60686, 0.68436, 0.03551], [0.84477, 1.06805, 0.30063], [-0.17547, 1.64036, -1.04042], [-0.52096, 2.03146, 0.66901], [1.51332, -2.51568, -0.21752], [2.22767, -0.80474, -0.01159]],
  "mulliken_charge": [-0.989, 0.934, -0.976, -0.407, 0.463, -0.526, 0.376, 0.252, 0.323, 0.278, 0.273],
  "homo_ev": -9.3228,
  "homo_lumo_gap_ev": 8.4,
  "de_lowest_ev": 3.637,
  "smiles": "C=C=NC(C)=O"
}

***

# 2
{
  "formula": "C4H5NO",
  "method": "the ωB97M-V functional and the def2-TZVPD basis",
  "species": ["O", "C", "C", "C", "C", "N", "H", "H", "H", "H", "H"],
  "positions_angstrom": [[-0.67016, 1.41343, -0.76314], [-0.98051, 0.41905, 0.10409], [-0.37469, -1.21141, -0.57319], [0.16651, -0.35343, 0.51404], [1.57190, 0.63650, 0.54283], [2.56657, 1.17125, 0.84425], [0.31542, 1.42344, -0.81149], [-1.84334, 0.68093, 0.73045], [-0.39734, -2.31527, -0.41556], [-0.35516, -0.97761, -1.62982], [0.00080, -0.88687, 1.45752]],
  "mulliken_charge": [-0.441, -0.152, -0.655, 0.078, -0.003, -0.406, 0.318, 0.321, 0.283, 0.295, 0.361],
  "homo_ev": -9.4240,
  "homo_lumo_gap_ev": 10.1,
  "de_lowest_ev": 3.823,
  "smiles": "N#C[C@@H]1C[C@@H]1O"
}

***

# 3
{
  "formula": "C4H5NO",
  "method": "the ωB97M-V functional and the def2-TZVPD basis",
  "species": ["C", "C", "O", "C", "N", "C", "H", "H", "H", "H", "H"],
  "positions_angstrom": [[-1.25423, 0.31216, -0.16542], [-0.40731, -0.71521, -0.68380], [1.21415, -0.25494, -1.09997], [1.50002, 0.49561, -0.09161], [0.70269, 0.52878, 0.99342], [-0.37631, -0.49058, 0.76154], [-0.14394, 1.30575, 0.57126], [-2.33179, 0.34619, -0.30567], [-0.57982, -1.59071, -1.30276], [2.25583, 1.27598, -0.22689], [-0.57928, -1.21303, 1.54989]],
  "mulliken_charge": [-0.973, 0.208, -0.394, 0.226, -0.498, -0.268, 0.397, 0.226, 0.386, 0.337, 0.353],
  "homo_ev": -8.2441,
  "homo_lumo_gap_ev": 9.1,
  "de_lowest_ev": 5.345
}

***

# 4
{
  "formula": "C4H5NO",
  "method": "the ωB97M-V functional and the def2-TZVPD basis",
  "species": ["C", "C", "O", "C", "C", "N", "H", "H", "H", "H", "H"],
  "positions_angstrom": [[1.18773, -0.11301, -0.78778], [-0.27721, -0.01411, -0.95195], [-1.10627, -1.18784, 0.34351], [-1.04364, 0.24978, 0.30670], [-0.36306, 0.75685, 1.50564], [0.18661, 1.23775, 2.40225], [1.60352, -0.92285, -1.39451], [1.53604, 0.82403, -1.25256], [1.58037, -0.15419, 0.23596], [-1.27453, -1.39096, -0.62002], [-2.02956, 0.71454, 0.21276]],
  "mulliken_charge": [-0.824, -0.372, -0.414, 0.368, -0.073, -0.374, 0.294, 0.304, 0.355, 0.419, 0.317],
  "homo_ev": -9.4415,
  "homo_lumo_gap_ev": 9.4,
  "de_lowest_ev": 4.524
}

***

# 5
{
  "formula": "C4H5NO",
  "method": "the ωB97M-V functional and the def2-TZVPD basis",
  "species": ["C", "C", "C", "C", "H", "H", "H", "H", "H", "N", "O"],
  "positions_angstrom": [[-1.62482, 0.12230, -0.14670], [-0.25583, 0.12224, -0.04591], [0.54178, -1.05808, 0.14793], [0.69239, 1.25465, 0.06311], [-2.23346, 1.02121, -0.06124], [-2.23376, -0.90382, -0.20641], [0.52551, -1.51100, -0.83420], [0.54115, -1.49499, 0.96132], [0.30490, 2.25687, 0.39832], [1.94138, 0.79898, -0.16156], [1.80076, -0.60838, -0.11466]],
  "mulliken_charge": [-0.854, 0.526, -0.509, -0.171, 0.284, 0.200, 0.272, 0.473, 0.327, -0.330, -0.218],
  "homo_ev": -8.6748,
  "homo_lumo_gap_ev": 8.9,
  "de_lowest_ev": 4.815,
  "smiles": "C=C1C=NOC1"
}

***

# 6
{
  "formula": "C4H5NO",
  "method": "the ωB97M-V functional and the def2-TZVPD basis",
  "species": ["N", "C", "C", "C", "C", "O", "H", "H", "H", "H", "H"],
  "positions_angstrom": [[2.80955, 0.51084, 0.55082], [1.93546, -0.12121, 0.14328], [0.70310, -0.81183, -0.24451], [-0.41767, -0.04777, 0.45242], [-1.33208, 0.82444, -0.26947], [-1.74210, -0.44892, 0.22549], [0.71695, -1.85585, 0.08864], [0.57149, -0.82847, -1.33217], [-0.18587, 0.19107, 1.48970], [-1.77663, 1.68932, 0.21777], [-1.25195, 0.89363, -1.35192]],
  "mulliken_charge": [-0.382, 0.236, -0.372, -0.009, -0.397, -0.421, 0.234, 0.279, 0.378, 0.243, 0.211],
  "homo_ev": -10.9731,
  "homo_lumo_gap_ev": 11.8,
  "de_lowest_ev": 1.621,
  "smiles": "N#CC[C@H]1CO1"
}

***

# 7
{
  "formula": "C4H5NO",
  "method": "the ωB97M-V functional and the def2-TZVPD basis",
  "species": ["O", "C", "C", "C", "C", "N", "H", "H", "H", "H", "H"],
  "positions_angstrom": [[-1.27543, 1.62428, -1.35063], [-0.97988, 0.70893, -0.39495], [-0.10848, -0.27012, -0.58554], [0.38233, -1.08267, 0.57528], [1.76394, -0.63244, 0.82571], [2.79505, -0.12732, 0.97032], [-1.58322, 2.41843, -0.90132], [-1.51743, 0.79329, 0.55182], [0.30968, -2.15004, 0.35446], [0.40342, -0.40365, -1.53391], [-0.18999, -0.87868, 1.48875]],
  "mulliken_charge": [-0.472, -0.204, -0.255, -0.379, 0.267, -0.397, 0.347, 0.246, 0.283, 0.324, 0.241],
  "homo_ev": -9.4317,
  "homo_lumo_gap_ev": 10.1,
  "de_lowest_ev": 1.203,
  "smiles": "N#CC/C=C/O"
}

***

# 8
{
  "formula": "C4H5NO",
  "method": "the ωB97M-V functional and the def2-TZVPD basis",
  "species": ["C", "C", "C", "C", "H", "H", "H", "H", "H", "N", "O"],
  "positions_angstrom": [[-1.64950, -0.75852, 0.03007], [0.10157, 0.85600, 0.04301], [1.44677, 0.93993, 0.11502], [2.26082, -0.24278, 0.17658], [-1.85377, -1.16965, 0.99125], [-1.85010, -1.56682, -0.71228], [-2.20599, 0.15628, -0.17694], [-0.67936, 1.57932, -0.39834], [1.94903, 1.88190, -0.13911], [2.81057, -1.27150, -0.06421], [-0.33003, -0.40416, 0.13493]],
  "mulliken_charge": [-0.598, 0.294, -0.654, 0.370, 0.227, 0.206, 0.306, 0.233, 0.314, -0.452, -0.246],
  "homo_ev": -9.1680,
  "homo_lumo_gap_ev": 9.9,
  "de_lowest_ev": 2.180,
  "smiles": "CO/C=C\\C#N"
}

***

# 9
{
  "formula": "C4H5NO",
  "method": "the ωB97M-V functional and the def2-TZVPD basis",
  "species": ["C", "C", "C", "C", "H", "H", "H", "H", "H", "N", "O"],
  "positions_angstrom": [[0.86269, -0.59300, 1.64747], [0.11478, -0.24850, 0.30249], [-1.38422, 0.22433, -1.18335], [-0.24245, 0.78593, -1.81633], [0.75683, -1.60120, 2.06469], [0.31975, 0.04111, 2.25174], [2.00951, -0.28297, 1.95846], [-2.33673, 0.48991, -1.71465], [0.34827, 1.09332, -2.82466], [-1.12730, -0.38152, 0.07457], [0.67887, 0.47260, -0.76043]],
  "mulliken_charge": [-0.888, 0.674, -0.255, -0.047, 0.297, 0.276, 0.267, 0.297, 0.290, -0.580, -0.331],
  "homo_ev": -9.2120,
  "homo_lumo_gap_ev": 10.3,
  "de_lowest_ev": 2.663,
  "smiles": "Cc1ncco1"
}

***

# 10
{
  "formula": "C4H5NO2",
  "method": "the ωB97M-V functional and the def2-TZVPD basis",
  "species": ["C", "C", "C", "C", "H", "H", "H", "H", "H", "N", "O", "O"],
  "positions_angstrom": [[-0.52857, 1.52488, 0.08356], [-0.25806, 0.02062, 0.07189], [0.18639, -1.85176, -0.77920], [0.54939, -1.80626, 0.51125], [0.56742, 3.10822, 0.16333], [-0.84826, 1.58950, -0.94587], [-1.33694, 1.72504, 0.88620], [-0.02813, -2.76092, -1.28968], [0.96782, -2.55326, 1.20923], [-0.35296, -0.62479, -1.08586], [0.69537, 2.18238, 0.18923], [0.38652, -0.55368, 0.98591]],
  "mulliken_charge": [-0.373, 0.645, -0.343, -0.126, 0.312, 0.289, 0.247, 0.344, 0.351, -0.547, -0.518, -0.283],
  "homo_ev": -9.3285,
  "homo_lumo_gap_ev": 10.2,
  "de_lowest_ev": 1.918
}

***

# 11
{
  "formula": "C4H5NO2",
  "method": "the ωB97M-V functional and the def2-TZVPD basis",
  "species": ["O", "C", "N", "C", "C", "O", "C", "H", "H", "H", "H", "H"],
  "positions_angstrom": [[1.20856, 1.84441, 1.06759], [0.56784, 1.10212, 0.36497], [1.04909, 0.31062, -0.67693], [0.43977, -0.99304, -0.35462], [-1.02346, -0.57152, -0.20837], [-1.35641, -0.41275, 1.16552], [-0.93392, 0.73723, 0.42752], [2.04568, 0.35902, -0.85317], [0.74137, -1.26437, 0.66098], [0.71323, -1.79903, -1.03359], [-1.79069, -0.85540, -0.92319], [-1.66106, 1.54272, 0.36328]],
  "mulliken_charge": [-0.558, 0.297, -0.336, -0.608, -0.006, -0.422, -0.108, 0.284, 0.274, 0.399, 0.400, 0.384],
  "homo_ev": -9.7608,
  "homo_lumo_gap_ev": 10.6,
  "de_lowest_ev": 1.988,
  "smiles": "O=C1NC[C@H]2O[C@@H]12"
}

***

# 12
{
  "formula": "C4H5NO2",
  "method": "the ωB97M-V functional and the def2-TZVPD basis",
  "species": ["N", "C", "C", "C", "O", "C", "O", "H", "H", "H", "H", "H"],
  "positions_angstrom": [[-2.15527, -0.23407, -0.56320], [-0.93873, -0.18821, 0.08648], [0.27693, -0.90356, -0.04612], [1.25654, 0.11273, 0.10253], [2.58126, 0.18254, -0.15517], [0.62791, 1.17927, 0.60920], [-0.71861, 1.06877, 0.51077], [-2.67366, 0.63200, -0.47087], [-2.62992, -1.11197, -0.63090], [0.48145, -1.96244, -0.19513], [2.82896, -0.68099, -0.48093], [1.06315, 1.90592, 1.23334]],
  "mulliken_charge": [-0.420, 0.221, -0.556, 0.492, -0.498, -0.425, -0.355, 0.228, 0.230, 0.351, 0.311, 0.420],
  "homo_ev": -7.1687,
  "homo_lumo_gap_ev": 8.0,
  "de_lowest_ev": 2.148,
  "smiles": "Nc1cc(O)co1"
}

***

# 13
{
  "formula": "C4H5NO2",
  "method": "the ωB97M-V functional and the def2-TZVPD basis",
  "species": ["O", "C", "C", "C", "N", "C", "O", "H", "H", "H", "H", "H"],
  "positions_angstrom": [[-2.50278, 0.77788, 0.32555], [-1.78060, -0.15814, 0.08243], [-0.39824, 0.09734, -0.49434], [0.53539, 0.84022, 0.50267], [1.77088, 0.05612, 0.50743], [1.54492, -0.95325, -0.21737], [0.32343, -1.10516, -0.79915], [-2.08816, -1.20452, 0.28933], [-0.53278, 0.66214, -1.42499], [0.73506, 1.86580, 0.18388], [0.10854, 0.88263, 1.51105], [2.25897, -1.73658, -0.45260]],
  "mulliken_charge": [-0.458, -0.165, 0.410, -0.521, -0.500, 0.066, -0.403, 0.345, 0.258, 0.294, 0.285, 0.390],
  "homo_ev": -9.9373,
  "homo_lumo_gap_ev": 10.6,
  "de_lowest_ev": 1.258,
  "smiles": "O=C[C@H]1CN=CO1"
}

***

# 14
{
  "formula": "C4H5NO2",
  "method": "the ωB97M-V functional and the def2-TZVPD basis",
  "species": ["O", "C", "C", "C", "N", "C", "O", "H", "H", "H", "H", "H"],
  "positions_angstrom": [[-0.07984, -1.91021, 1.50899], [0.62838, -1.48740, 0.62989], [0.16457, -0.49763, -0.43304], [-1.14052, 0.24779, -0.09077], [-0.73369, 1.64233, 0.08565], [0.50498, 1.68233, -0.15460], [1.15903, 0.53964, -0.50748], [1.68749, -1.79821, 0.53298], [0.14322, -1.01169, -1.40201], [-1.88869, 0.17446, -0.88725], [-1.58434, -0.14384, 0.83162], [1.13942, 2.56243, -0.11399]],
  "mulliken_charge": [-0.461, -0.096, 0.290, -0.499, -0.504, 0.080, -0.398, 0.349, 0.293, 0.302, 0.267, 0.376],
  "homo_ev": -9.8894,
  "homo_lumo_gap_ev": 10.6,
  "de_lowest_ev": 1.252,
  "smiles": "O=C[C@H]1CN=CO1"
}

***

# 15
{
  "formula": "C4H5NO2",
  "method": "the ωB97M-V functional and the def2-TZVPD basis",
  "species": ["O", "C", "C", "C", "N", "C", "O", "H", "H", "H", "H", "H"],
  "positions_angstrom": [[2.65758, 0.36940, -0.26540], [1.52202, -0.37843, -0.16191], [0.41177, 0.13942, 0.34009], [-0.61216, 1.18299, 0.17383], [-0.91471, -0.17593, 0.61244], [-1.67025, -1.13429, -0.04197], [-2.66747, -0.92069, -0.68173], [1.63900, -1.39105, -0.52917], [2.53595, 1.06643, 0.39119], [-0.85229, 1.39372, -0.87064], [-0.78869, 1.99036, 0.87701], [-1.26075, -2.14193, 0.15625]],
  "mulliken_charge": [-0.480, 0.004, -0.117, -0.254, -0.203, 0.134, -0.492, 0.324, 0.317, 0.222, 0.228, 0.316],
  "homo_ev": -8.6793,
  "homo_lumo_gap_ev": 9.2,
  "de_lowest_ev": 3.177,
  "smiles": "O=CN1C/C1=C\\O"
}

***

# 16
{
  "formula": "C4H5NO2",
  "method": "the ωB97M-V functional and the def2-TZVPD basis",
  "species": ["O", "C", "C", "C", "N", "C", "O", "H", "H", "H", "H", "H"],
  "positions_angstrom": [[0.91515, 0.91491, -2.19304], [0.21777, 0.75935, -1.22962], [0.64125, 0.89584, 0.23994], [-0.53897, 0.38681, 1.01880], [-0.97622, -0.81550, 1.03872], [-0.34135, -1.78316, 0.23468], [0.28615, -1.55858, -0.77768], [1.56015, 0.34380, 0.46654], [0.81911, 1.95770, 0.43430], [-0.87950, 0.58839, -1.29529], [-1.17013, 1.12769, 1.51514], [-0.53342, -2.81725, 0.54751]],
  "mulliken_charge": [-0.495, 0.043, -0.407, -0.015, -0.512, 0.132, -0.454, 0.273, 0.291, 0.365, 0.362, 0.419],
  "homo_ev": -9.8551,
  "homo_lumo_gap_ev": 9.4,
  "de_lowest_ev": 1.795,
  "smiles": "O=CC/C=N\\C=O"
}

***

# 17
{
  "formula": "C4H5NO2",
  "method": "the ωB97M-V functional and the def2-TZVPD basis",
  "species": ["O", "C", "N", "C", "C", "O", "C", "H", "H", "H", "H", "H"],
  "positions_angstrom": [[2.19458, -1.03573, 1.15929], [1.20046, -0.40685, 0.75768], [0.03133, -0.97692, 0.36107], [-0.84030, -0.41430, -0.64375], [-1.33079, 0.97688, -0.31941], [-0.84386, 1.68402, 0.52682], [1.61771, 0.92632, 0.97655], [0.04127, -1.98460, 0.44281], [-1.70901, -1.06948, -0.76737], [-0.36343, -0.34868, -1.63834], [-2.16472, 1.33248, -0.95900], [2.16675, 1.31686, 0.10365]],
  "mulliken_charge": [-0.571, 0.623, -0.214, -0.500, 0.093, -0.441, -0.428, 0.259, 0.361, 0.280, 0.335, 0.204],
  "homo_ev": -8.9881,
  "homo_lumo_gap_ev": 9.2,
  "de_lowest_ev": 4.416
}

***

# 18
{
  "formula": "C4H5NO2",
  "method": "the ωB97M-V functional and the def2-TZVPD basis",
  "species": ["O", "C", "C", "C", "N", "C", "O", "H", "H", "H", "H", "H"],
  "positions_angstrom": [[-1.98927, 1.17189, 0.76644], [-0.95348, 1.26008, 0.14591], [-0.63982, 0.05208, -0.72594], [0.64633, -0.54174, -1.08858], [-0.08529, -1.05386, 0.09641], [0.65647, -0.60569, 1.22543], [1.26676, 0.43720, 1.26903], [-0.26675, 2.10767, 0.28761], [-1.50112, -0.21652, -1.32669], [1.53937, 0.05679, -0.93395], [0.71149, -1.34953, -1.80269], [0.71591, -1.36874, 2.00295]],
  "mulliken_charge": [-0.450, -0.132, 0.128, -0.395, -0.417, 0.097, -0.479, 0.389, 0.302, 0.263, 0.275, 0.419],
  "homo_ev": -10.0590,
  "homo_lumo_gap_ev": 10.5,
  "de_lowest_ev": 2.691,
  "smiles": "O=C[C@H]1CN1C=O"
}

***

# 19
{
  "formula": "C4H5NO2",
  "method": "the ωB97M-V functional and the def2-TZVPD basis",
  "species": ["O", "C", "C", "N", "O", "C", "C", "H", "H", "H", "H", "H"],
  "positions_angstrom": [[-2.66474, 0.55826, -0.24607], [-1.61814, -0.17715, 0.31353], [-0.26245, 0.24385, -0.12750], [0.37998, 0.72967, -1.08359], [2.53001, 1.41849, 0.56068], [2.29235, 0.23755, 0.45356], [1.07617, -0.30249, -0.22345], [-2.55017, 0.55057, -1.20715], [-1.67915, -0.13258, 1.40361], [-1.64439, -1.24957, 0.02275], [3.02164, -0.54884, 0.74707], [1.11889, -1.32775, -0.61345]],
  "mulliken_charge": [-0.491, -0.268, 0.369, -0.560, -0.469, -0.081, -0.006, 0.325, 0.278, 0.245, 0.310, 0.348],
  "homo_ev": -10.0059,
  "homo_lumo_gap_ev": 10.5,
  "de_lowest_ev": 3.070,
  "smiles": "O=C[C@@H]1N=C1CO"
}

***

# 20
{
  "formula": "C4H5NO2",
  "method": "the ωB97M-V functional and the def2-TZVPD basis",
  "species": ["O", "C", "C", "C", "N", "C", "O", "H", "H", "H", "H", "H"],
  "positions_angstrom": [[0.44890, 0.47459, 2.09943], [1.03551, 0.58668, 1.05298], [0.65090, -0.15683, -0.19608], [-0.39521, -1.25026, -0.04891], [-1.57329, -0.64519, -0.68986], [-1.35143, 0.55334, -1.02697], [-0.14103, 1.11793, -0.85880], [1.81800, 1.34152, 0.87297], [1.46057, -0.38500, -0.89467], [-0.15999, -2.20267, -0.55365], [-0.63162, -1.48506, 1.00356], [-2.18199, 1.10170, -1.47264]],
  "mulliken_charge": [-0.457, -0.039, 0.228, -0.488, -0.498, 0.070, -0.425, 0.335, 0.351, 0.286, 0.247, 0.390],
  "homo_ev": -9.9399,
  "homo_lumo_gap_ev": 10.3,
  "de_lowest_ev": 1.832,
  "smiles": "O=C[C@H]1CN=CO1"
}